C26H30MnN3O3S2Si as an isolated structure at a distorted geometry, computed with ωB97M-V/def2-TZVPD.

Each line ends with the natural charge from an NBO analysis.
Geometry (Å):
Mn1 -4.210 -12.874 -15.263  1.291
O1 -3.562 -14.995 -15.151  -0.648
N1 -4.229 -15.817 -14.338  0.017
C1 -3.864 -17.150 -14.340  0.025
C2 -4.501 -18.093 -13.535  -0.267
C3 -5.594 -17.671 -12.776  -0.176
C4 -5.870 -16.310 -12.711  -0.238
C5 -5.192 -15.332 -13.486  0.026
S1 -5.505 -13.639 -13.406  -0.139
H1 -3.022 -17.344 -15.000  0.236
H2 -4.234 -19.146 -13.583  0.233
H3 -6.250 -18.357 -12.241  0.228
H4 -6.700 -15.939 -12.077  0.238
C6 -3.422 -10.908 -20.926  -1.114
Si1 -5.208 -10.738 -20.340  1.604
C7 -6.518 -11.093 -21.724  -1.092
C8 -5.521 -9.073 -19.492  -1.109
C9 -5.567 -12.119 -19.068  -0.512
C10 -6.670 -12.944 -19.292  -0.121
C11 -7.181 -13.772 -18.270  -0.285
C12 -6.488 -13.854 -17.060  0.074
N2 -5.347 -13.152 -16.895  -0.635
C13 -4.905 -12.198 -17.809  0.081
S2 -3.634 -11.284 -17.081  -0.071
H5 -3.011 -9.940 -21.185  0.237
H6 -3.371 -11.487 -21.857  0.239
H7 -2.814 -11.390 -20.123  0.255
H8 -6.454 -10.451 -22.599  0.240
H9 -7.522 -10.946 -21.321  0.233
H10 -6.450 -12.131 -22.062  0.228
H11 -5.116 -8.262 -20.085  0.235
H12 -5.028 -9.077 -18.499  0.259
H13 -6.588 -8.864 -19.333  0.240
H14 -7.157 -12.927 -20.271  0.221
H15 -8.123 -14.323 -18.436  0.222
H16 -6.792 -14.476 -16.245  0.213
O2 -1.661 -12.838 -13.291  -0.546
C14 -0.902 -12.892 -14.213  0.789
O3 -1.365 -12.801 -15.500  -0.716
C15 0.664 -12.868 -14.164  -0.156
N3 1.246 -13.298 -15.467  -0.663
C16 2.249 -14.357 -15.254  -0.216
C17 2.254 -14.699 -13.769  -0.428
C18 1.250 -13.799 -13.052  -0.417
H17 0.952 -11.806 -14.006  0.219
H18 1.663 -12.527 -15.998  0.380
H19 -0.639 -13.103 -16.108  0.521
H20 3.242 -14.024 -15.569  0.185
H21 1.995 -15.199 -15.897  0.192
H22 3.260 -14.580 -13.391  0.216
H23 2.008 -15.768 -13.630  0.217
H24 1.605 -13.158 -12.250  0.226
H25 0.412 -14.364 -12.611  0.232
C19 -3.909 -11.176 -14.222  -0.346
C20 -3.705 -10.202 -13.470  -0.104
C21 -3.485 -9.096 -12.599  -0.105
C22 -2.165 -8.639 -12.426  -0.185
C23 -1.879 -7.625 -11.517  -0.216
C24 -2.885 -7.115 -10.692  -0.217
C25 -4.203 -7.515 -10.901  -0.214
C26 -4.499 -8.520 -11.834  -0.188
H26 -1.381 -9.061 -13.048  0.215
H27 -0.832 -7.256 -11.410  0.211
H28 -2.636 -6.356 -9.943  0.210
H29 -5.019 -7.067 -10.312  0.214
H30 -5.533 -8.847 -12.030  0.222

The HOMO energy (spin up / spin down) comes out at -7.268 / -7.345 eV. The spin multiplicity is 5. Its frontier orbital gap (spin up / spin down) is 6.438 / 7.561 eV. Its energy relative to the best compared isomer or geometry (same formula, charge and spin) is 0.0 kJ/mol.

***

C26H30MnNO4 as an isolated structure, computed with ωB97M-V/def2-TZVPD.

Each line ends with the natural charge from an NBO analysis.
Geometry (Å):
Mn1 0.990 0.924 0.334  1.599
C1 2.343 4.775 -1.369  -0.715
C2 1.413 3.775 -0.745  0.643
O1 1.652 2.569 -0.933  -0.720
C3 0.282 4.252 0.042  -0.319
C4 -0.262 5.520 -0.241  -0.123
C5 -1.341 6.007 0.448  -0.269
C6 -1.879 5.234 1.484  -0.150
C7 -1.348 4.006 1.808  -0.250
C8 -0.261 3.472 1.097  0.390
O2 0.245 2.313 1.463  -0.886
H1 3.183 4.261 -1.828  0.234
H2 2.688 5.483 -0.616  0.248
H3 1.828 5.350 -2.142  0.251
H4 0.164 6.114 -1.042  0.212
H5 -1.765 6.970 0.199  0.225
H6 -2.724 5.612 2.049  0.221
H7 -1.747 3.418 2.625  0.218
O3 3.275 1.203 0.776  -0.763
C9 4.295 0.190 0.774  -0.066
C10 4.401 -0.537 -0.553  -0.418
C11 3.055 -1.061 -1.077  -0.447
C12 2.320 -1.873 -0.047  0.245
C13 2.504 -3.245 0.056  -0.250
C14 1.835 -3.954 1.040  -0.126
C15 0.999 -3.274 1.911  -0.249
C16 0.871 -1.910 1.758  0.067
N1 1.511 -1.220 0.804  -0.584
H8 3.513 1.916 0.170  0.497
H9 4.018 -0.496 1.571  0.189
H10 5.255 0.629 1.042  0.198
H11 5.100 -1.368 -0.419  0.226
H12 4.831 0.121 -1.310  0.221
H13 3.223 -1.663 -1.968  0.239
H14 2.439 -0.219 -1.391  0.215
H15 3.168 -3.745 -0.637  0.235
H16 1.962 -5.026 1.125  0.237
H17 0.457 -3.785 2.696  0.243
H18 0.236 -1.336 2.422  0.213
C17 -5.311 -3.650 0.602  -0.644
C18 -4.085 -2.949 0.090  0.093
C19 -3.216 -3.580 -0.795  -0.245
C20 -2.096 -2.940 -1.292  0.080
C21 -1.206 -3.699 -2.256  -0.650
C22 -1.830 -1.612 -0.869  -0.193
C23 -0.676 -0.966 -1.423  0.454
O4 -0.243 0.149 -1.131  -0.695
C24 -2.695 -0.957 0.045  0.089
C25 -2.468 0.448 0.540  -0.634
C26 -3.805 -1.643 0.495  -0.239
H19 -5.370 -4.675 0.241  0.226
H20 -6.211 -3.122 0.283  0.240
H21 -5.316 -3.665 1.694  0.235
H22 -3.427 -4.597 -1.110  0.219
H23 -1.604 -4.699 -2.417  0.234
H24 -0.189 -3.806 -1.875  0.221
H25 -1.150 -3.213 -3.232  0.231
H26 -0.124 -1.528 -2.184  0.147
H27 -1.550 0.535 1.115  0.211
H28 -3.284 0.750 1.192  0.226
H29 -2.390 1.165 -0.277  0.242
H30 -4.483 -1.147 1.182  0.220

The HOMO energy (spin up / spin down) comes out at -10.279 / -10.432 eV. The spin multiplicity is 6. The charge is +1. Its frontier orbital gap (spin up / spin down) is 7.084 / 7.153 eV.

***

One molecule with the formula C26H30N2O4, computed with ωB97M-V/def2-TZVPD.

Each line ends with the natural charge from an NBO analysis.
Geometry (Å):
C1 3.787 2.491 3.422  -0.250
O1 3.088 2.118 2.262  -0.498
C2 2.524 0.873 2.204  0.299
C3 2.599 -0.072 3.233  -0.310
C4 1.979 -1.298 3.106  -0.226
C5 1.301 -1.574 1.931  0.172
C6 1.237 -0.648 0.863  -0.059
C7 1.842 0.593 1.027  -0.254
C8 0.427 -1.267 -0.154  -0.231
C9 0.090 -0.821 -1.500  0.556
O2 -0.924 -1.183 -2.072  -0.586
C10 1.115 0.058 -2.220  -0.304
N1 0.575 1.189 -2.951  -0.443
C11 -0.161 0.843 -4.153  -0.225
C12 -0.356 2.099 -4.998  -0.452
C13 -1.129 3.160 -4.202  0.551
C14 -0.420 3.403 -2.867  -0.439
C15 -0.213 2.086 -2.126  -0.227
O3 -1.186 4.364 -4.966  -0.535
C16 -2.536 4.687 -5.214  -0.091
C17 -3.271 3.372 -4.937  -0.093
O4 -2.465 2.767 -3.957  -0.536
C18 0.029 -2.498 0.355  0.288
C19 -0.814 -3.535 -0.292  -0.681
N2 0.582 -2.693 1.582  -0.365
C20 0.431 -3.837 2.439  -0.224
C21 -0.358 -3.521 3.689  -0.061
C22 -0.068 -4.176 4.879  -0.210
C23 -0.794 -3.904 6.024  -0.203
C24 -1.815 -2.969 5.992  -0.214
C25 -2.108 -2.312 4.810  -0.215
C26 -1.386 -2.588 3.662  -0.157
H1 4.135 3.507 3.241  0.200
H2 4.651 1.842 3.601  0.173
H3 3.139 2.485 4.305  0.174
H4 3.128 0.151 4.145  0.219
H5 2.012 -2.010 3.916  0.219
H6 1.795 1.371 0.283  0.219
H7 1.619 -0.592 -2.945  0.223
H8 1.868 0.424 -1.525  0.208
H9 -1.145 0.411 -3.920  0.201
H10 0.419 0.109 -4.718  0.198
H11 -0.903 1.857 -5.910  0.210
H12 0.608 2.527 -5.269  0.217
H13 -1.021 4.084 -2.263  0.216
H14 0.541 3.869 -3.083  0.219
H15 -1.199 1.657 -1.881  0.185
H16 0.326 2.276 -1.195  0.198
H17 -2.866 5.476 -4.525  0.166
H18 -2.635 5.033 -6.244  0.188
H19 -3.321 2.751 -5.842  0.164
H20 -4.271 3.503 -4.524  0.196
H21 -1.133 -3.176 -1.266  0.277
H22 -1.704 -3.735 0.305  0.227
H23 -0.263 -4.468 -0.416  0.219
H24 1.425 -4.208 2.717  0.212
H25 -0.078 -4.629 1.881  0.230
H26 0.732 -4.903 4.907  0.209
H27 -0.559 -4.419 6.944  0.214
H28 -2.379 -2.752 6.887  0.215
H29 -2.902 -1.581 4.779  0.216
H30 -1.618 -2.069 2.744  0.210

The HOMO energy comes out at -7.836 eV. Its frontier orbital gap is 8.533 eV. Its energy relative to the best compared isomer or geometry (same formula, charge and spin) is 213.9 kJ/mol. Its SMILES is COc1ccc2c(c1)c(C(=O)CN1CCC3(CC1)OCCO3)c(C)n2Cc1ccccc1.

***

One molecule with the formula C26H30N4O4, computed with ωB97M-V/def2-TZVPD.

Each line ends with the natural charge from an NBO analysis.
Geometry (Å):
C1 2.848 -1.064 -4.352  -0.597
C2 1.618 -1.231 -3.459  -0.217
C3 2.001 -1.003 -2.000  -0.625
C4 0.527 -0.266 -3.942  -0.390
C5 -0.832 -0.373 -3.241  -0.147
N1 -0.838 0.303 -1.964  -0.610
C6 -1.913 0.210 -1.175  0.653
O1 -2.960 -0.343 -1.491  -0.653
C7 -1.782 0.804 0.170  0.049
N2 -2.825 0.639 1.034  -0.479
C8 -2.482 1.211 2.203  0.194
N3 -1.291 1.741 2.150  -0.474
C9 -0.823 1.502 0.886  -0.004
C10 0.512 1.985 0.498  0.670
O2 1.005 1.814 -0.615  -0.669
N4 1.127 2.643 1.488  -0.591
C11 2.461 3.193 1.389  -0.067
C12 2.445 4.682 1.740  -0.603
C13 3.422 2.439 2.281  -0.036
C14 4.592 1.903 1.759  -0.202
C15 5.482 1.226 2.574  -0.203
C16 5.209 1.073 3.923  -0.216
C17 4.042 1.599 4.450  -0.218
C18 3.155 2.278 3.635  -0.171
C19 -1.282 -1.827 -3.057  0.828
O3 -1.882 -2.456 -3.886  -0.598
O4 -0.893 -2.299 -1.875  -0.532
C20 -1.455 -3.529 -1.407  -0.117
C21 -2.353 -3.196 -0.246  0.045
C22 -3.731 -3.154 -0.401  -0.205
C23 -4.539 -2.762 0.652  -0.212
C24 -3.975 -2.401 1.864  -0.240
C25 -2.599 -2.432 2.023  -0.206
C26 -1.792 -2.826 0.971  -0.235
H1 2.599 -1.247 -5.395  0.206
H2 3.628 -1.764 -4.060  0.208
H3 3.243 -0.055 -4.264  0.201
H4 1.249 -2.256 -3.572  0.196
H5 1.179 -1.261 -1.339  0.224
H6 2.855 -1.625 -1.738  0.205
H7 2.269 0.037 -1.830  0.216
H8 0.880 0.761 -3.825  0.213
H9 0.361 -0.447 -5.005  0.222
H10 -1.597 0.083 -3.889  0.230
H11 -0.007 0.802 -1.632  0.455
H12 -3.660 0.131 0.778  0.456
H13 -3.116 1.229 3.067  0.204
H14 0.624 2.708 2.362  0.425
H15 2.760 3.065 0.342  0.234
H16 3.444 5.097 1.632  0.219
H17 1.767 5.216 1.080  0.217
H18 2.121 4.827 2.768  0.204
H19 4.805 2.016 0.706  0.212
H20 6.389 0.815 2.156  0.214
H21 5.902 0.544 4.560  0.214
H22 3.822 1.480 5.501  0.213
H23 2.248 2.685 4.060  0.197
H24 -2.006 -4.003 -2.224  0.221
H25 -0.617 -4.161 -1.098  0.196
H26 -4.170 -3.416 -1.352  0.222
H27 -5.611 -2.731 0.524  0.216
H28 -4.606 -2.092 2.686  0.212
H29 -2.154 -2.144 2.964  0.214
H30 -0.718 -2.838 1.087  0.216

The HOMO energy comes out at -9.061 eV. Its frontier orbital gap is 9.724 eV. Its energy relative to the best compared isomer or geometry (same formula, charge and spin) is 24.4 kJ/mol. Its SMILES is CC(C)C[C@H](NC(=O)c1[nH]cnc1C(=O)N[C@@H](C)c1ccccc1)C(=O)OCc1ccccc1.